Molecular formula: C13H25BCdI2O
Method: DFT, ωB97M-V/def2-TZVPD

Last column: Löwdin charge in e.
Cartesian coordinates (Å):
C 0.27 -2.44 0.91  -0.187
I 4.86 0.99 1.80  1.015
H 0.21 0.88 3.39  0.113
C 1.58 2.11 -1.32  -0.123
H -1.06 1.14 -2.21  0.111
H -4.05 1.73 0.59  0.104
H 0.16 -2.94 -1.66  0.108
C 2.97 1.53 0.89  -0.632
H 2.23 -0.96 1.75  0.069
B 1.68 1.75 1.85  -0.150
I 4.71 1.32 -1.67  0.841
H -1.60 -3.20 -1.96  0.120
C -3.16 2.12 0.00  -0.125
H -1.76 -1.49 0.42  0.088
H 1.59 3.22 -1.59  0.111
C -1.42 0.21 -1.63  -0.207
H 1.62 1.55 -2.32  0.057
H -0.76 -1.00 2.35  0.107
H 0.06 -2.41 3.14  0.121
H -1.56 -1.28 -3.26  0.116
H -3.50 -0.23 -0.74  0.128
C 1.28 0.70 3.04  -0.157
H -3.49 0.07 -2.60  0.143
H -1.68 -3.30 0.36  0.123
C -0.87 -2.44 -1.51  -0.201
Cd 4.41 1.73 -4.27  1.201
H 2.06 -1.33 3.52  0.121
H -0.97 0.29 -0.59  0.078
H 0.60 1.83 -0.83  0.074
C 2.87 1.69 -0.50  -0.641
C 0.18 -1.64 2.31  -0.183
C -0.88 -1.10 -2.35  -0.203
H 1.97 0.93 3.93  0.125
H 1.19 -2.17 0.29  0.091
H 0.97 2.70 1.75  0.085
H -3.14 3.25 0.13  0.106
H 0.16 -0.91 -2.81  0.091
H -2.21 1.73 0.48  0.072
C -3.02 0.34 -1.59  -0.180
C -1.11 -2.35 0.06  -0.198
H 0.41 -3.54 1.20  0.119
O -3.34 1.75 -1.38  -0.231
C 1.53 -0.83 2.64  -0.219

Charge: +2
LUMO (eV): -11.7947
E (eV): -37351.9114
2S+1: 1
ΔE to the lowest compared entry with this formula, charge and spin (eV): 0.000